1.
Below is a molecular structure, C62H43FN5PSm, with properties calculated with ωB97M-V/def2-TZVPD.

LUMO energy (spin up / spin down): 2.05 / 2.05 eV
orbital gap (spin up / spin down): 5.477 / 5.482 eV
DFT total energy: -3761.64196 hartree

The geometry in ORCA input format:
```
! RIJCOSX wB97M-V def2-TZVPD def2/J DEFGRID3
* xyz -1 6
Sm -0.4751 0.9008 0.0807
C 2.4788 -4.3080 4.8264
C 1.5269 -4.6660 3.8868
C 0.9919 -3.7082 3.0289
C 1.4043 -2.3867 3.0844
C 2.3472 -2.0326 4.0520
C 2.8829 -2.9791 4.9091
C 0.8629 -1.3110 2.1417
C 0.2076 -0.2158 2.9963
C -0.3108 -0.2994 4.2931
C -1.1262 0.8262 4.4606
C -1.0634 1.5542 3.2643
C -1.8158 2.7238 2.8994
C -2.8445 3.1509 3.8957
C -4.1986 2.9657 3.6305
C -5.1558 3.3415 4.5632
C -4.7719 3.9051 5.7737
C -3.4230 4.0903 6.0451
C -2.4672 3.7104 5.1122
C -1.7390 3.4315 1.7283
N -0.9257 3.1375 0.6239
C -1.2669 3.9694 -0.3652
C -0.7814 3.9493 -1.7131
C -1.4660 4.8648 -2.6769
C -2.8131 4.6799 -2.9992
C -3.4608 5.5222 -3.8913
C -2.7718 6.5699 -4.4923
C -1.4343 6.7686 -4.1824
C -0.7955 5.9282 -3.2779
C 0.2136 3.1037 -2.2018
C 0.7972 3.1769 -3.5553
C 1.7896 2.2789 -3.6132
C 1.8463 1.5916 -2.3202
N 0.8283 2.1141 -1.5141
C 2.8037 0.7241 -1.9099
C 2.8240 0.0943 -0.5878
C 3.9050 -0.3786 0.1532
C 3.3729 -0.9309 1.3377
C 1.9945 -0.7906 1.2489
N 1.6585 -0.1780 0.0826
C 3.9168 0.3775 -2.8391
C 3.6916 -0.3521 -4.0052
C 4.7357 -0.6879 -4.8576
C 6.0339 -0.3021 -4.5547
C 6.2729 0.4296 -3.3982
C 5.2257 0.7654 -2.5530
C -2.2584 4.9216 0.1184
C -2.5485 4.5821 1.3920
N -0.2202 0.9050 2.3924
H 2.8966 -5.0509 5.4947
H 1.1891 -5.6931 3.8162
H 0.2287 -4.0041 2.3223
H 2.6548 -0.9972 4.1306
H 3.6157 -2.6787 5.6483
H -0.1349 -1.0891 5.0064
H -1.7096 1.0788 5.3324
H -4.4859 2.5204 2.6856
H -6.2057 3.1914 4.3433
H -5.5187 4.1970 6.5015
H -3.1117 4.5311 6.9841
H -1.4136 3.8522 5.3200
H -3.3483 3.8592 -2.5338
H -4.5061 5.3569 -4.1231
H -3.2741 7.2256 -5.1927
H -0.8867 7.5866 -4.6350
H 0.2437 6.1001 -3.0213
H 0.4955 3.8614 -4.3325
H 2.4590 2.1041 -4.4413
H 4.9487 -0.3454 -0.1185
H 3.9304 -1.4013 2.1310
H 2.6782 -0.6565 -4.2386
H 4.5315 -1.2548 -5.7577
H 6.8517 -0.5665 -5.2132
H 7.2789 0.7487 -3.1538
H 5.4179 1.3574 -1.6668
H -2.6671 5.7414 -0.4507
H -3.2370 5.0754 2.0595
F -2.5449 0.8875 -0.2732
N -0.2464 -1.7853 1.2936
P -0.2876 -2.7203 0.0371
C -0.6866 -1.8888 -1.5432
C 0.1852 -1.7326 -2.6265
C -0.2280 -1.0502 -3.7574
C -1.5095 -0.5092 -3.8276
C -2.3851 -0.6693 -2.7689
C -1.9776 -1.3676 -1.6382
C -1.7367 -3.7968 0.2260
C -2.2004 -4.5720 -0.8374
C -3.3192 -5.3726 -0.6853
C -3.9914 -5.3943 0.5338
C -3.5438 -4.6139 1.5875
C -2.4165 -3.8112 1.4362
C 1.0927 -3.8310 -0.3590
C 2.3485 -3.2802 -0.6286
C 3.4274 -4.1082 -0.9063
C 3.2728 -5.4868 -0.8988
C 2.0368 -6.0435 -0.6013
C 0.9539 -5.2196 -0.3280
H 1.1914 -2.1279 -2.5856
H 0.4533 -0.9223 -4.5889
H -1.8123 0.0512 -4.7032
H -3.3708 -0.2258 -2.7892
H -2.6666 -1.4881 -0.8128
H -1.6875 -4.5385 -1.7924
H -3.6732 -5.9711 -1.5151
H -4.8717 -6.0137 0.6534
H -4.0752 -4.6170 2.5308
H -2.0587 -3.1743 2.2369
H 2.4998 -2.2078 -0.6077
H 4.3920 -3.6619 -1.1133
H 4.1186 -6.1297 -1.1106
H 1.9153 -7.1192 -0.5713
H 0.0026 -5.6663 -0.0754
*
```



2.
Below is a molecular structure, C62H44N7O2SZr, with properties calculated with ωB97M-V/def2-TZVPD.

LUMO energy: -4.11 eV
orbital gap: 5.827 eV
energy relative to the best compared isomer or geometry (same formula, charge and spin): 1.5 kcal/mol
DFT total energy: -3368.11300 hartree

The geometry in ORCA input format:
```
! RIJCOSX wB97M-V def2-TZVPD def2/J DEFGRID3
* xyz 1 1
Zr 0.0773 -0.1814 0.1828
C -7.6156 -1.5470 1.6814
C -7.2252 -1.3296 0.3683
C -5.8883 -1.1197 0.0641
C -4.9253 -1.1267 1.0701
C -5.3255 -1.3571 2.3843
C -6.6624 -1.5630 2.6895
C -3.4936 -0.8957 0.7228
C -3.1408 0.3508 0.2099
C -4.0388 1.4681 0.1806
C -3.3558 2.5207 -0.3260
C -2.0461 2.0464 -0.6671
C -1.0997 2.7913 -1.3724
C -1.3649 4.2164 -1.7140
C -0.4434 5.1905 -1.3371
C -0.6503 6.5239 -1.6517
C -1.7792 6.8929 -2.3690
C -2.6882 5.9256 -2.7793
C -2.4848 4.5925 -2.4561
C 0.0505 2.2032 -1.9001
N 0.4214 0.8862 -1.7266
C 1.4403 0.6645 -2.6278
C 2.0245 -0.5684 -2.9018
C 2.9422 -0.6485 -4.0736
C 4.2923 -0.9550 -3.9231
C 5.1270 -1.0148 -5.0289
C 4.6192 -0.7768 -6.2981
C 3.2737 -0.4796 -6.4575
C 2.4398 -0.4119 -5.3513
C 1.7615 -1.7294 -2.1786
C 2.3718 -2.9942 -2.4615
C 2.0016 -3.8464 -1.4752
C 1.1013 -3.1292 -0.6255
N 0.9595 -1.8305 -1.0599
C 0.3838 -3.7370 0.4021
C -0.7891 -3.1886 0.9010
C -1.8093 -3.9505 1.5584
C -2.9396 -3.2040 1.5171
C -2.5967 -1.9448 0.9187
N -1.2619 -1.9339 0.5852
C 0.8000 -5.0976 0.8489
C 0.1611 -6.2417 0.3832
C 0.5759 -7.4954 0.8102
C 1.6295 -7.6140 1.7045
C 2.2736 -6.4756 2.1689
C 1.8636 -5.2215 1.7405
C 1.7634 1.8821 -3.3097
C 0.9179 2.8353 -2.8504
N -1.9068 0.7288 -0.2738
H -8.6588 -1.7083 1.9182
H -7.9621 -1.3266 -0.4240
H -5.5845 -0.9540 -0.9625
H -4.5836 -1.3832 3.1721
H -6.9606 -1.7378 3.7151
H -5.0611 1.4443 0.5181
H -3.7042 3.5268 -0.4801
H 0.4612 4.9238 -0.8102
H 0.0861 7.2518 -1.3344
H -1.9452 7.9320 -2.6216
H -3.5549 6.2103 -3.3616
H -3.1832 3.8387 -2.7990
H 4.6874 -1.1441 -2.9331
H 6.1760 -1.2474 -4.8990
H 5.2698 -0.8243 -7.1611
H 2.8695 -0.3006 -7.4450
H 1.3889 -0.1818 -5.4783
H 2.9933 -3.2007 -3.3164
H 2.2576 -4.8869 -1.3613
H -1.6927 -4.9595 1.9179
H -3.9289 -3.4855 1.8365
H -0.6570 -6.1501 -0.3215
H 0.0769 -8.3815 0.4405
H 1.9507 -8.5925 2.0360
H 3.0989 -6.5647 2.8634
H 2.3666 -4.3292 2.0965
H 2.5266 1.9834 -4.0628
H 0.8517 3.8662 -3.1528
O 1.6207 6.5941 2.3514
C 1.9061 6.0154 1.3042
O 2.3035 6.3876 0.1863
C 1.6648 4.4892 1.3166
C 2.4733 3.6097 0.6060
C 2.1276 2.2767 0.5403
N 0.9454 1.8166 1.0099
C 0.1786 2.6628 1.7253
C 0.5623 3.9655 1.9733
C -0.9676 2.0393 2.4151
C -1.8783 2.7753 3.1603
C -2.8006 2.1064 3.9438
C -2.7889 0.7230 3.9528
C -1.9008 0.0646 3.1210
N -1.0086 0.6957 2.3553
C 3.0689 1.2440 0.0713
C 4.3565 1.5364 -0.3639
C 5.2477 0.4979 -0.5523
C 4.8300 -0.8015 -0.3110
C 3.5129 -1.0131 0.0455
N 2.6434 -0.0164 0.2351
H 3.3615 4.0052 0.1341
H 0.0123 4.6277 2.6271
H -1.8542 3.8542 3.1415
H -3.5065 2.6597 4.5485
H -3.4671 0.1589 4.5766
H -1.9013 -1.0143 3.0662
H 4.6638 2.5579 -0.5261
H 6.2619 0.7017 -0.8698
H 5.4999 -1.6432 -0.4175
H 3.1364 -2.0156 0.1978
C 2.2337 -0.0027 3.4141
S 1.4863 -1.3733 2.5151
C 0.5110 -2.0668 3.8599
H 1.4721 0.7065 3.7368
H 2.9388 0.4969 2.7558
H 2.7688 -0.3927 4.2777
H 1.1816 -2.5176 4.5901
H -0.1367 -2.8406 3.4518
H -0.0851 -1.2995 4.3480
*
```



3.
Below is a molecular structure, C62H47ClO4P3SiTa, with properties calculated with ωB97M-V/def2-TZVPD.

LUMO energy: -6.98 eV
orbital gap: 5.652 eV
DFT total energy: -4522.16577 hartree

The geometry in ORCA input format:
```
! RIJCOSX wB97M-V def2-TZVPD def2/J DEFGRID3
* xyz 2 1
Ta -0.5947 -1.1187 0.7618
C -4.9922 -1.2907 5.1555
C -3.8520 -1.9484 4.7207
C -3.1206 -1.4404 3.6604
C -3.5348 -0.2667 3.0322
C -4.7027 0.3775 3.4488
C -5.4166 -0.1330 4.5177
P -2.6134 0.3494 1.5945
C -3.9392 0.6517 0.3924
C -4.1197 1.8749 -0.2419
C -5.1815 2.0384 -1.1155
C -6.0659 0.9974 -1.3476
C -5.8894 -0.2220 -0.7083
C -4.8233 -0.4006 0.1518
C -1.8325 1.9558 1.9508
C -2.2332 2.7160 3.0431
C -1.6010 3.9167 3.3241
C -0.5508 4.3479 2.5333
C -0.1414 3.5842 1.4516
C -0.7669 2.3817 1.1351
Si -0.2134 1.2944 -0.3451
C -1.1099 1.9517 -1.8724
C -1.5442 3.2669 -1.9943
C -2.1150 3.7034 -3.1780
C -2.2623 2.8319 -4.2491
C -1.8184 1.5251 -4.1433
C -1.2406 1.0909 -2.9594
P -0.5321 -0.5793 -2.7366
C 0.5105 -0.6167 -4.2511
C 0.1759 -1.2494 -5.4425
C 1.0844 -1.2673 -6.4879
C 2.3185 -0.6539 -6.3592
C 2.6438 0.0029 -5.1830
C 1.7473 0.0151 -4.1330
C -1.9484 -1.6418 -3.1936
C -1.7155 -2.9648 -3.5692
C -2.7772 -3.8023 -3.8560
C -4.0796 -3.3398 -3.7460
C -4.3155 -2.0397 -3.3309
C -3.2578 -1.1950 -3.0494
C 1.6793 1.3327 -0.6415
C 2.2550 2.5548 -0.9873
C 3.6248 2.7031 -1.1236
C 4.4512 1.5993 -1.0004
C 3.8977 0.3547 -0.7516
C 2.5295 0.2207 -0.5255
P 1.9155 -1.4268 -0.0387
C 2.6973 -2.6519 -1.1420
C 2.1293 -2.9269 -2.3817
C 2.7096 -3.8545 -3.2255
C 3.8501 -4.5318 -2.8239
C 4.4071 -4.2772 -1.5808
C 3.8400 -3.3398 -0.7370
C 2.6830 -1.8364 1.5640
C 3.8156 -1.2267 2.0902
C 4.3108 -1.6446 3.3157
C 3.6697 -2.6412 4.0317
C 2.5469 -3.2583 3.5015
C 2.0642 -2.8724 2.2665
H -5.5551 -1.6865 5.9873
H -3.5343 -2.8584 5.2078
H -2.2269 -1.9572 3.3294
H -5.0520 1.2606 2.9294
H -6.3122 0.3683 4.8516
H -3.4470 2.6954 -0.0415
H -5.3235 2.9880 -1.6063
H -6.9010 1.1395 -2.0167
H -6.5859 -1.0297 -0.8740
H -4.6808 -1.3489 0.6549
H -3.0319 2.3722 3.6849
H -1.9226 4.5088 4.1665
H -0.0464 5.2747 2.7631
H 0.6920 3.9241 0.8544
H -1.4247 3.9508 -1.1671
H -2.4427 4.7279 -3.2755
H -2.7091 3.1751 -5.1715
H -1.9082 0.8442 -4.9774
H -0.7849 -1.7280 -5.5625
H 0.8248 -1.7695 -7.4070
H 3.0261 -0.6895 -7.1720
H 3.5982 0.4955 -5.0774
H 1.9974 0.5199 -3.2096
H -0.7033 -3.3363 -3.6571
H -2.5933 -4.8211 -4.1618
H -4.9020 -3.9955 -3.9862
H -5.3248 -1.6746 -3.2251
H -3.4545 -0.1813 -2.7338
H 1.6179 3.4109 -1.1474
H 4.0419 3.6755 -1.3358
H 5.5201 1.7038 -1.0923
H 4.5307 -0.5217 -0.7313
H 1.2302 -2.4064 -2.6774
H 2.2723 -4.0510 -4.1925
H 4.2997 -5.2606 -3.4787
H 5.2875 -4.8132 -1.2633
H 4.2800 -3.1501 0.2309
H 4.3124 -0.4339 1.5496
H 5.2077 -1.1906 3.7086
H 4.0508 -2.9442 4.9938
H 2.0525 -4.0431 4.0484
H 1.2081 -3.3843 1.8292
Cl -1.8198 -2.5936 -0.2325
O 0.1251 -1.1373 3.8612
C 0.7003 -0.2554 3.2446
O 0.3959 -0.1600 1.9534
C 1.7190 0.6498 3.7695
C 2.1465 0.5215 5.0929
C 3.1835 1.2920 5.5988
C 3.7861 2.1851 4.7358
O 4.8157 3.0227 4.9539
C 5.0734 3.6832 3.7300
O 4.1274 3.2413 2.7710
C 3.3565 2.3175 3.4032
C 2.3236 1.5806 2.9009
H 1.6513 -0.2020 5.7228
H 3.5069 1.2014 6.6216
H 6.0893 3.4369 3.3874
H 4.9827 4.7695 3.8633
H 1.9986 1.7075 1.8835
*
```



4.
Below is a molecular structure, C62H51AsCl2IO3P2RhS, with properties calculated with ωB97M-V/def2-TZVPD.

LUMO energy: -5.81 eV
orbital gap: 6.245 eV
energy relative to the best compared isomer or geometry (same formula, charge and spin): 7.2 kcal/mol
DFT total energy: -7263.80679 hartree

The geometry in ORCA input format:
```
! RIJCOSX wB97M-V def2-TZVPD def2/J DEFGRID3
* xyz 2 1
Rh 0.0879 -0.2950 0.0311
I -1.8966 1.3024 0.9036
C -2.6910 0.7044 2.7439
C -3.2715 1.7470 3.4163
C -3.9640 1.5380 4.6165
C -4.0963 0.2651 5.0794
C -3.5176 -0.8291 4.3938
C -3.7840 -2.1267 4.8901
C -3.3107 -3.2254 4.2454
C -2.4697 -3.0434 3.1391
C -2.1161 -1.8050 2.6408
P -0.7913 -2.0661 1.3717
C 0.4951 -2.8922 2.3791
C 0.4714 -2.9238 3.7764
C 1.5210 -3.4928 4.4835
C 2.6081 -4.0386 3.8152
C 2.6468 -4.0033 2.4285
C 1.6034 -3.4244 1.7217
C -1.6094 -3.2634 0.2796
C -2.8282 -2.8793 -0.2793
C -3.4956 -3.7304 -1.1416
C -2.9530 -4.9732 -1.4500
C -1.7465 -5.3604 -0.8889
C -1.0706 -4.5079 -0.0244
C -2.7300 -0.6392 3.2123
H -3.2118 2.7507 3.0139
H -4.4124 2.3753 5.1328
H -4.6663 0.0592 5.9763
H -4.3979 -2.2221 5.7767
H -3.5414 -4.2245 4.5878
H -2.0540 -3.9343 2.6846
H -0.3565 -2.4997 4.3259
H 1.4828 -3.5152 5.5649
H 3.4172 -4.4907 4.3735
H 3.4838 -4.4291 1.8903
H 1.6472 -3.4036 0.6434
H -3.2641 -1.9169 -0.0305
H -4.4469 -3.4336 -1.5632
H -3.4808 -5.6428 -2.1160
H -1.3330 -6.3356 -1.1102
H -0.1383 -4.8324 0.4195
Cl -2.7264 3.3060 -5.7266
C -1.8733 2.7012 -4.3576
C -1.0859 3.5855 -3.6048
C -0.3585 3.1399 -2.5331
Cl 0.6254 4.2269 -1.6356
C -0.3814 1.7759 -2.1313
O 0.3598 1.4182 -1.1344
C -1.2253 0.9103 -2.8869
C -1.3470 -0.4664 -2.5672
O -0.8762 -1.0718 -1.5800
C -1.9442 1.3857 -4.0079
H -1.0475 4.6307 -3.8802
H -1.9090 -1.0971 -3.2639
H -2.5512 0.6978 -4.5833
C 2.3805 0.1159 3.9415
S 0.7902 0.3855 3.1746
O 1.1643 0.4116 1.6935
C 0.4912 2.0710 3.6364
C -0.3224 2.2817 4.7395
C -0.5546 3.5852 5.1555
C 0.0034 4.6446 4.4530
C 0.7989 4.4134 3.3358
C 1.0544 3.1171 2.9213
H 3.0890 0.8334 3.5296
H 2.6759 -0.9102 3.7222
H 2.2603 0.2583 5.0157
H -0.7754 1.4450 5.2606
H -1.1782 3.7721 6.0194
H -0.1866 5.6599 4.7744
H 1.2199 5.2469 2.7899
H 1.6608 2.9116 2.0484
C 2.4995 -0.1879 -2.6253
C 1.8772 -0.8527 -3.8379
As 2.7122 -0.2981 -5.5644
C 2.8471 1.6190 -5.1838
C 3.8610 2.2107 -4.4318
C 3.8684 3.5814 -4.2193
C 2.8696 4.3801 -4.7636
C 1.8623 3.8020 -5.5218
C 1.8523 2.4285 -5.7291
C 4.5446 -0.8576 -5.1951
C 4.8412 -1.9555 -4.3959
C 6.1526 -2.3832 -4.2395
C 7.1835 -1.7193 -4.8865
C 6.8957 -0.6313 -5.7015
C 5.5845 -0.2087 -5.8592
P 2.1779 -0.8825 -0.9415
C 3.4491 -0.0649 0.0491
C 3.6227 1.3082 -0.1412
C 4.6171 1.9821 0.5483
C 5.4396 1.3001 1.4365
C 5.2495 -0.0581 1.6485
C 4.2529 -0.7387 0.9629
C 2.5951 -2.6201 -1.2191
C 1.5639 -3.4403 -1.6887
C 1.8206 -4.7517 -2.0493
C 3.1108 -5.2603 -1.9433
C 4.1406 -4.4449 -1.4971
C 3.8910 -3.1229 -1.1502
H 2.2677 0.8743 -2.6029
H 3.5922 -0.2644 -2.6843
H 0.8266 -0.5823 -3.9550
H 1.9298 -1.9394 -3.7972
H 4.6610 1.6043 -4.0225
H 4.6691 4.0309 -3.6449
H 2.8896 5.4519 -4.6152
H 1.1011 4.4232 -5.9780
H 1.0794 1.9883 -6.3510
H 4.0497 -2.5054 -3.9000
H 6.3677 -3.2468 -3.6203
H 8.2055 -2.0541 -4.7683
H 7.6927 -0.1161 -6.2212
H 5.3734 0.6379 -6.5032
H 2.9822 1.8566 -0.8210
H 4.7554 3.0434 0.3847
H 6.2277 1.8253 1.9598
H 5.8828 -0.5941 2.3437
H 4.0939 -1.7913 1.1660
H 0.5506 -3.0564 -1.7499
H 1.0155 -5.3765 -2.4135
H 3.3130 -6.2869 -2.2184
H 5.1490 -4.8319 -1.4293
H 4.7194 -2.4896 -0.8606
*
```